Below is a 7-piece molecular cluster, C42H66 overall in a non-equilibrium geometry, with properties calculated with wB97M-V/def2-TZVPD.

```
! RIJCOSX wB97M-V def2-TZVPD def2/J DEFGRID3
* xyz 0 1
C -23.72654 -8.67823 7.46337
C -24.14452 -7.66085 8.30176
C -23.96454 -7.76320 9.68572
C -23.40194 -8.92957 10.19898
C -22.96698 -9.95137 9.35438
C -23.12551 -9.81137 7.96727
H -23.96280 -8.56893 6.41091
H -24.60918 -6.75576 7.93152
H -24.35590 -7.04161 10.38894
H -23.34815 -9.02248 11.27690
H -22.59387 -10.90469 9.70039
H -22.81555 -10.71072 7.45105
C -16.57759 -3.60232 7.44340
C -16.00332 -3.43122 6.17058
C -16.55928 -2.46651 5.32798
C -17.65499 -1.70485 5.73945
C -18.27566 -1.99425 6.91918
C -17.68378 -2.85393 7.83555
H -16.19016 -4.40441 8.05987
H -15.16250 -4.04840 5.89318
H -16.27168 -2.50856 4.28326
H -18.02401 -0.95946 5.04513
H -19.17475 -1.50681 7.27948
H -18.18055 -3.02927 8.78130
C -26.09321 -0.11625 9.30529
C -26.30561 1.21158 9.02336
C -25.28442 2.12049 9.23268
C -24.02959 1.61733 9.53342
C -23.80915 0.27136 9.82288
C -24.87388 -0.64280 9.74325
H -26.89860 -0.83756 9.19243
H -27.30581 1.44177 8.67728
H -25.52245 3.16222 9.05689
H -23.14353 2.23807 9.59359
H -22.79691 -0.09102 9.95415
H -24.68892 -1.69566 9.89623
C -19.13376 1.28115 11.32531
C -19.88490 2.44701 11.35875
C -20.45506 2.88067 10.16117
C -20.32805 2.19006 8.96417
C -19.50832 1.05772 8.98297
C -18.94431 0.56044 10.14748
H -18.75434 0.87080 12.25547
H -20.06326 3.04445 12.23957
H -20.91394 3.86389 10.22442
H -20.77168 2.49926 8.02956
H -19.60933 0.46818 8.07728
H -18.36461 -0.35106 10.15818
C -21.47276 -0.49894 4.88497
C -21.95091 -0.89924 6.29133
C -21.87244 -2.38266 6.61524
C -21.85451 -2.76507 8.09938
C -22.01648 -4.29150 8.22110
C -21.67806 -4.85403 9.60401
H -21.88609 0.45726 4.56674
H -21.62998 -1.20974 4.07401
H -20.38292 -0.41348 4.94498
H -21.43098 -0.23881 6.98568
H -23.01628 -0.65239 6.35700
H -21.00808 -2.86451 6.13889
H -22.68282 -2.96211 6.15971
H -20.86597 -2.57417 8.53456
H -22.60333 -2.21238 8.66663
H -23.04644 -4.52779 7.92528
H -21.41231 -4.79001 7.46032
H -20.59291 -4.91930 9.68228
H -22.07286 -4.34123 10.48229
H -22.13543 -5.84450 9.64837
C -29.55359 -4.55453 9.35204
C -28.47694 -3.48023 9.11274
C -27.39146 -4.10432 8.17032
C -27.68617 -4.02699 6.71775
C -26.65090 -4.80465 5.87254
C -25.47273 -4.02738 5.29312
H -30.30913 -4.29958 10.09180
H -29.12210 -5.53928 9.52465
H -30.06852 -4.69994 8.39096
H -28.83867 -2.55704 8.66810
H -28.09017 -3.34078 10.12627
H -27.22080 -5.11637 8.55154
H -26.41884 -3.65167 8.40649
H -28.71328 -4.25487 6.41676
H -27.64017 -2.99752 6.32716
H -26.17866 -5.57305 6.49608
H -27.21167 -5.34707 5.10979
H -25.86419 -3.29020 4.58212
H -24.79400 -3.52441 5.98174
H -24.80479 -4.62898 4.66899
C -22.18810 -1.47464 1.30569
C -21.16203 -2.54505 1.71800
C -20.56545 -3.25974 0.48479
C -19.74468 -2.26605 -0.37316
C -19.68202 -2.57707 -1.86344
C -18.85104 -3.84492 -2.11158
H -23.05340 -1.90350 0.80133
H -21.76013 -0.57398 0.87115
H -22.65965 -1.05940 2.20692
H -20.30747 -2.12562 2.24964
H -21.72600 -3.24218 2.33946
H -21.33382 -3.68754 -0.16856
H -19.93962 -4.09934 0.78964
H -20.05385 -1.22914 -0.21929
H -18.75900 -2.24480 0.11310
H -20.70476 -2.68210 -2.23497
H -19.29290 -1.69604 -2.37854
H -17.83529 -3.74751 -1.72292
H -19.24401 -4.66014 -1.50066
H -18.85140 -4.08793 -3.17206
*
```

Output
Frontier orbital gap, eV: 9.99
LUMO level, eV: 0.733
Molar mass, g/mol: 571.0
HOMO energy, eV: -9.255

=====

Below is C33H26ErN6O2S as an isolated structure, with properties calculated with wB97M-V/def2-TZVPD.

```
! RIJCOSX wB97M-V def2-TZVPD def2/J DEFGRID3
* xyz 3 4
Er 0.60759 -0.09679 0.47069
C -0.45442 -4.65642 0.52393
O -0.05239 -4.24239 1.88045
C 0.30569 -2.99822 1.79854
N 0.25769 -2.39161 0.65914
C -0.26657 -3.38344 -0.33600
C -1.51802 -2.87711 -1.00401
C -1.60935 -2.87105 -2.39093
C -2.79239 -2.49211 -3.01310
C -3.87791 -2.08769 -2.25111
C -3.78532 -2.06206 -0.86318
C -2.61277 -2.46514 -0.24055
C 0.74327 -2.28441 3.01803
C 0.90407 -2.84571 4.27177
C 1.32003 -2.00979 5.30482
C 1.55464 -0.66148 5.05304
C 1.36179 -0.20387 3.76155
N 0.96435 -0.99410 2.76339
C 1.51616 1.18954 3.30039
N 1.40736 1.48702 2.05201
C 1.34862 2.97858 1.98749
C 1.74102 3.40069 3.41134
O 1.68552 2.14057 4.17422
C -0.04663 3.28866 1.49552
C -0.38667 2.72030 0.25901
C -1.65300 2.87340 -0.28944
C -2.61664 3.58441 0.42363
C -2.28393 4.15349 1.63910
C -1.00372 4.01129 2.17906
H -1.48243 -5.00086 0.59231
H 0.20736 -5.47083 0.24495
H 0.49756 -3.56410 -1.09220
H -0.77226 -3.21304 -2.98915
H -2.86542 -2.52646 -4.09181
H -4.80591 -1.80804 -2.73192
H -4.63823 -1.76630 -0.26714
H -2.57577 -2.50013 0.84483
H 0.70586 -3.89629 4.43403
H 1.45429 -2.40534 6.30289
H 1.87020 0.01718 5.83363
H 2.09167 3.34576 1.27793
H 1.06075 4.08612 3.90425
H 2.75943 3.77173 3.48483
H 0.41175 2.31895 -0.37427
H -1.87432 2.48426 -1.27291
H -3.60898 3.71895 0.01641
H -3.02522 4.72596 2.18059
H -0.78906 4.48126 3.12880
N 1.90998 0.98027 -3.57241
C 0.57072 1.09629 -3.94582
C -0.02155 1.54259 -5.12220
C -1.39927 1.50021 -5.15644
C -2.15287 1.02013 -4.06901
C -1.55247 0.57834 -2.90885
C -0.16222 0.63686 -2.85434
N 0.72975 0.26372 -1.83622
C 1.94328 0.47643 -2.33470
C 3.12957 0.15842 -1.54374
C 4.44545 0.17284 -1.88000
S 5.38922 -0.33812 -0.55440
C 3.99681 -0.53442 0.37508
N 2.87325 -0.24553 -0.24588
H 2.70806 1.22159 -4.14035
H 0.55525 1.89916 -5.96414
H -1.91593 1.83379 -6.04572
H -3.23068 0.98853 -4.15390
H -2.14871 0.18070 -2.09534
H 4.91042 0.43609 -2.81699
H 4.04261 -0.87124 1.40052
*
```

Output
Frontier orbital gap (alpha / beta), eV: 7.29 / 7.32
LUMO level (alpha / beta), eV: -9.198 / -9.168
Molar mass, g/mol: 737.9
HOMO energy (alpha / beta), eV: -16.483 / -16.484

=====

Below is C4H9NO as an isolated structure in a non-equilibrium geometry, with properties calculated with wB97M-V/def2-TZVPD.

```
! RIJCOSX wB97M-V def2-TZVPD def2/J DEFGRID3
* xyz 0 1
C 0.76615 -1.09263 -0.51688
C -0.48243 1.24566 -1.30714
C -0.19376 0.87925 1.28481
C -0.50198 0.31598 -0.10159
N 0.80081 -2.04846 0.45636
O 1.52231 -1.07231 -1.43691
H 0.36955 1.82589 -1.61795
H -1.18059 2.05032 -1.14744
H -0.74607 0.63086 -2.10302
H -0.01108 -0.02082 1.87128
H 0.57164 1.55146 1.31044
H -1.14588 1.04274 1.65631
H -1.29165 -0.38297 0.08053
H -0.01799 -2.24151 1.06685
H 1.54097 -2.68347 0.50436
*
```

Output
Frontier orbital gap, eV: 9.57
ΔE to the lowest compared entry with this formula, charge and spin, kJ/mol: 216.98
LUMO level, eV: 0.870
Molar mass, g/mol: 87.1
HOMO energy, eV: -8.698

=====

Below is C19H20N3O2PRhS3 as an isolated structure in a non-equilibrium geometry, with properties calculated with wB97M-V/def2-TZVPD.

```
! RIJCOSX wB97M-V def2-TZVPD def2/J DEFGRID3
* xyz 0 2
Rh 0.00014 -0.26095 -0.00837
C 0.84242 -3.68863 -4.67148
C -0.50674 -3.11317 -4.31119
O -0.87408 -3.55074 -2.98220
P -0.97302 -2.56623 -1.72590
S -2.03345 -1.35441 -0.14879
S 0.73454 -1.44082 -1.82267
O -0.77835 -3.72260 -0.62635
C 0.11680 -4.83680 -0.80113
C 1.01834 -4.92631 0.40769
H 1.11532 -3.36479 -5.67703
H 0.81703 -4.77852 -4.64334
H 1.60355 -3.33529 -3.97604
H -1.27982 -3.47477 -4.98685
H -0.47672 -2.02406 -4.35313
H 0.70586 -4.71655 -1.70933
H -0.49596 -5.73242 -0.90493
H 1.60269 -4.01156 0.51028
H 1.70341 -5.76881 0.29464
H 0.42938 -5.06992 1.31465
S 4.16182 1.31901 0.37794
C 3.39151 2.36104 -0.72861
C 2.08102 2.03700 -0.92636
C 1.65824 0.91084 -0.15799
C 2.68311 0.44456 0.61935
C 2.50830 -0.64707 1.57357
C 3.52798 -1.17440 2.36496
C 3.23774 -2.18374 3.26396
C 1.93584 -2.64770 3.36685
C 0.98224 -2.10266 2.52624
N 1.25610 -1.13904 1.65030
H 3.95790 3.16413 -1.17654
H 1.44198 2.58272 -1.60808
H 4.53609 -0.79805 2.24565
H 4.02133 -2.61851 3.87227
H 1.66780 -3.42392 4.07053
H -0.04599 -2.44688 2.53866
N -5.14965 1.95153 3.33726
C -4.02634 1.96148 3.10035
C -2.60741 1.97591 2.83561
C -1.73320 2.63213 3.68971
C -0.38876 2.61065 3.37567
C 0.03574 1.91974 2.25205
N -0.79803 1.26233 1.44390
C -2.10041 1.31236 1.72552
H -2.10823 3.14451 4.56568
H 0.33897 3.12173 3.99027
H 1.08317 1.89963 1.98166
H -2.77273 0.80752 1.04229
*
```

Output
Frontier orbital gap (alpha / beta), eV: 6.75 / 7.02
ΔE to the lowest compared entry with this formula, charge and spin, kJ/mol: 60.56
LUMO level (alpha / beta), eV: -0.478 / -0.488
Molar mass, g/mol: 552.5
HOMO energy (alpha / beta), eV: -7.223 / -7.512